[1]
Below is a 2-piece molecular cluster, C6H11ClS3 overall, with properties calculated with the ωB97M-V functional and the def2-TZVPD basis.

Last column: natural (NBO) charge in e.
Geometry (Å):
Cl 3.238 1.128 -1.171  -0.019
S -1.094 2.744 0.739  -0.023
S 2.920 -0.450 2.028  0.117
S -2.161 -1.483 -0.193  -0.040
C 1.939 -0.475 0.765  -0.082
C 1.151 -0.829 -1.184  -0.414
C 1.793 0.385 -0.481  -0.301
C 0.922 -1.457 0.214  -0.490
C -1.349 1.188 -0.166  -0.539
C -1.907 0.073 0.711  -0.534
H -3.138 -1.040 -1.000  0.128
H 1.894 -1.385 -1.760  0.232
H -1.197 -0.174 1.508  0.222
H -2.836 0.389 1.194  0.237
H -0.422 0.872 -0.649  0.213
H -2.057 1.436 -0.963  0.230
H 1.162 -2.514 0.354  0.246
H 1.062 1.179 -0.302  0.240
H 0.276 -0.624 -1.804  0.226
H -0.117 2.299 1.545  0.120
H -0.079 -1.263 0.613  0.231

2S+1: 1
SMILES: S=C1CC[C@@H]1Cl.SCCS
Energy in Eh: -1889.90422
Kohn-Sham gap in eV: 8.46

---

[2]
Below is an isolated molecule of C6H11F2NO2S in a non-equilibrium geometry, with properties calculated with the ωB97M-V functional and the def2-TZVPD basis.

Last column: natural (NBO) charge in e.
Geometry (Å):
S -1.073 -1.841 -0.995  1.637
F -2.819 1.217 -2.767  -0.292
F -3.629 0.359 -0.957  -0.307
O -1.820 -0.945 0.257  -0.712
O -2.082 -2.077 -2.069  -0.930
N -1.170 -3.217 -0.147  -0.853
C -0.030 -3.805 0.441  -0.412
C 0.845 1.589 1.137  -0.614
C -1.348 0.384 0.404  0.060
C -1.347 1.042 -0.937  -0.469
C -2.516 0.813 -1.568  0.804
C 0.159 0.302 0.823  -0.410
H 0.214 -3.634 1.510  0.182
H 0.152 2.088 1.750  0.202
H -2.047 0.989 1.057  0.215
H 0.649 -0.139 -0.102  0.195
H 0.257 -0.445 1.626  0.214
H 1.718 1.434 1.690  0.218
H 0.723 -3.309 -0.166  0.198
H 1.009 2.237 0.362  0.206
H 0.130 -4.906 0.329  0.202
H -0.445 1.485 -1.512  0.255
H -2.136 -3.309 0.284  0.409

2S+1: 1
Energy above the lowest of the compared OMol25 structures with the same formula, charge and spin in kJ/mol: 193.52
Energy in Eh: -1038.26261
Kohn-Sham gap in eV: 10.19

---

[3]
Below is a 2-piece molecular cluster, C6H11F3N2O overall in a non-equilibrium geometry, with properties calculated with the ωB97M-V functional and the def2-TZVPD basis.

Last column: natural (NBO) charge in e.
Geometry (Å):
F 1.289 1.915 -0.964  -0.205
F 3.081 -2.571 -0.266  -0.607
F 3.541 1.715 0.383  -0.326
O 3.026 -0.364 0.966  -0.645
N 0.494 -1.415 -1.041  -0.581
N 1.505 0.735 -0.271  -0.146
C 0.259 -0.353 -0.510  0.528
C -1.547 -0.954 0.970  -0.584
C -1.059 0.130 -0.008  -0.157
C 2.674 0.619 0.374  0.944
C -1.021 1.475 0.717  -0.602
C -2.007 0.210 -1.215  -0.587
H -0.813 2.295 0.035  0.225
H -3.004 0.477 -0.876  0.215
H -0.274 1.475 1.508  0.217
H 3.172 -1.860 0.365  0.573
H -1.668 0.965 -1.920  0.214
H -2.544 -0.704 1.323  0.213
H -1.577 -1.922 0.481  0.229
H 1.398 -1.761 -1.327  0.422
H -2.052 -0.748 -1.724  0.226
H -1.992 1.659 1.171  0.219
H -0.881 -1.020 1.828  0.215

2S+1: 1
SMILES: [H]/N=C(\N(F)C(=O)F)C(C)(C)C.F
Energy above the lowest of the compared OMol25 structures with the same formula, charge and spin in kJ/mol: 0.00
Energy in Eh: -719.49608
Kohn-Sham gap in eV: 11.39

---

[4]
Below is an isolated ion of composition C6H11F3NO2S and charge +1 in a non-equilibrium geometry, with properties calculated with the ωB97M-V functional and the def2-TZVPD basis.

Last column: natural (NBO) charge in e.
Geometry (Å):
S -0.535 -0.405 0.410  1.719
F 3.849 1.577 1.174  -0.288
F 2.199 2.967 1.766  -0.283
F 2.485 1.020 2.732  -0.313
O 0.850 1.727 -0.121  -0.564
O 1.309 -0.146 0.830  -0.629
N -0.919 -0.418 -1.124  -0.615
C -1.886 0.361 -1.776  -0.409
C 2.580 1.702 1.566  0.905
C 1.545 1.069 0.585  0.685
C -1.578 0.412 1.380  -0.797
C -0.424 -2.116 0.889  -0.802
C 0.195 -0.845 -1.984  -0.426
H -2.899 0.207 -1.392  0.233
H -1.795 0.177 -2.748  0.235
H -0.159 -1.616 -2.713  0.238
H 0.621 -0.099 -2.660  0.252
H -2.206 1.043 0.824  0.265
H -1.598 1.405 -1.617  0.229
H -1.216 0.603 2.375  0.292
H 0.087 -2.557 -0.012  0.266
H 0.087 -2.440 1.866  0.319
H -1.495 -2.308 0.972  0.274
H 0.905 -1.320 -1.222  0.215

2S+1: 1
SMILES: C=[S@](C)(OC(=O)C(F)(F)F)=[N+](C)C
Energy above the lowest of the compared OMol25 structures with the same formula, charge and spin in kJ/mol: 138.48
Energy in Eh: -1137.80566
Total charge: +1
Kohn-Sham gap (spin up / spin down) in eV: 8.84 / 8.84

---

[5]
Below is a 2-piece molecular cluster, C6H11FN2O7P overall in a non-equilibrium geometry, with properties calculated with the ωB97M-V functional and the def2-TZVPD basis.

Last column: natural (NBO) charge in e.
Geometry (Å):
P -0.667 2.509 1.309  1.529
F 4.396 3.121 0.010  -0.304
O 3.167 2.104 2.722  -0.464
O -1.951 -0.874 -1.292  -0.529
O -0.654 3.934 0.576  -0.976
O -0.240 1.439 0.232  -0.981
O -2.563 -2.775 -0.313  -0.478
O 4.325 0.910 0.033  -0.436
O -3.286 -0.802 0.510  -0.584
N 2.411 2.103 0.558  -0.688
N 0.895 2.493 2.442  -0.876
C 3.798 1.935 0.182  0.972
C -1.140 -1.915 -1.875  -0.096
C 2.294 2.222 1.927  0.789
C -1.968 -3.147 -1.582  0.064
C -1.195 -4.433 -1.470  -0.630
C -2.670 -1.439 -0.283  0.969
H -2.779 -3.253 -2.306  0.197
H -0.991 -1.733 -2.936  0.217
H -0.817 -4.734 -2.446  0.233
H -1.065 1.014 -0.083  0.558
H 2.058 2.924 0.062  0.424
H 0.708 1.788 3.160  0.470
H -0.172 -1.926 -1.369  0.184
H -0.654 4.675 1.204  0.524
H 0.947 3.410 2.893  0.449
H -1.832 -5.226 -1.082  0.243
H -0.354 -4.325 -0.783  0.218

2S+1: 1
Energy in Eh: -1312.45777
Total charge: +1
Kohn-Sham gap in eV: 10.11

---

[6]
Below is an isolated ion of composition C6H11FNO3 and charge +1 in a non-equilibrium geometry, with properties calculated with the ωB97M-V functional and the def2-TZVPD basis.

Last column: natural (NBO) charge in e.
Geometry (Å):
F -0.345 -2.538 0.658  -0.342
O -0.975 -0.610 -0.287  -0.567
O 1.544 0.902 -1.144  -0.516
O -1.821 0.906 1.160  -0.534
N 1.710 -1.594 -0.731  -0.718
C -2.926 0.588 -0.907  -0.735
C 1.439 0.652 0.016  0.629
C 1.287 1.584 1.202  -0.739
C -1.887 0.440 0.074  0.816
C 1.297 -0.865 0.413  -0.227
C -0.208 -1.170 0.742  0.456
H -3.540 1.352 -0.660  0.255
H 2.022 -0.968 1.178  0.248
H 1.578 2.692 0.974  0.277
H -0.467 -1.013 1.795  0.228
H 0.147 1.587 1.369  0.294
H -3.587 -0.373 -0.965  0.282
H -2.550 0.710 -2.002  0.268
H 0.789 -2.071 -1.041  0.466
H 1.784 -0.835 -1.501  0.461
H 1.821 1.177 1.958  0.230
H 2.538 -2.173 -0.906  0.470

2S+1: 1
SMILES: CC(=O)O[C@@H](F)[C@@H]([NH3+])C(C)=O
Energy above the lowest of the compared OMol25 structures with the same formula, charge and spin in kJ/mol: 63.51
Energy in Eh: -615.28453
Total charge: +1
Kohn-Sham gap in eV: 11.57

---

[7]
Below is a 2-piece molecular cluster, C6H11FSi overall in a non-equilibrium geometry, with properties calculated with the ωB97M-V functional and the def2-TZVPD basis.

Last column: natural (NBO) charge in e.
Geometry (Å):
Si 0.091 -0.633 0.690  1.862
F -0.757 -1.664 -0.182  -0.647
C 0.521 -1.686 2.214  -1.131
C -0.924 0.949 1.185  -1.116
C 1.499 -0.163 -0.265  -0.833
C -0.178 0.859 -2.625  -0.379
C -1.358 0.160 -2.535  -0.083
C -2.508 -0.307 -2.335  -0.176
H 0.085 -1.069 2.980  0.232
H 1.889 0.872 -0.227  0.206
H 0.129 1.754 -2.307  0.203
H 0.615 0.471 -3.278  0.207
H 1.521 -1.908 2.433  0.239
H -1.961 0.564 1.222  0.247
H -0.481 1.467 1.975  0.235
H 2.018 -0.982 -0.804  0.208
H -3.329 -1.004 -2.259  0.241
H 0.069 -2.688 2.021  0.250
H -0.923 1.596 0.211  0.236

2S+1: 1
Energy above the lowest of the compared OMol25 structures with the same formula, charge and spin in kJ/mol: 330.92
Energy in Eh: -624.44095
Kohn-Sham gap (spin up / spin down) in eV: 7.81 / 8.28

---

[8]
Below is C6H11HoO4 as an isolated structure in a non-equilibrium geometry, with properties calculated with the ωB97M-V functional and the def2-TZVPD basis.

Last column: Mulliken spin population.
Geometry (Å):
Ho 1.384 1.167 -0.146  4.042
O -4.158 -1.840 3.865  0.005
O -0.321 0.901 0.822  0.081
O 3.270 0.502 -0.153  0.002
O 1.141 -1.163 -0.197  0.023
C -0.030 -1.420 0.552  0.065
C 3.496 -0.862 -0.320  0.000
C -3.882 -0.913 4.885  0.000
C -4.117 -1.285 2.582  0.028
C -0.683 -0.321 0.973  0.749
C 2.379 -1.696 0.304  0.000
H 2.382 -1.587 1.402  -0.001
H -0.342 -2.457 0.660  0.014
H -4.501 -2.038 1.884  0.000
H -2.878 -0.470 4.755  0.000
H -4.793 -0.417 2.487  0.001
H 2.457 -2.762 0.044  0.001
H 4.444 -1.186 0.151  0.001
H -3.919 -1.446 5.843  0.000
H -4.626 -0.099 4.895  0.000
H -3.020 -0.989 2.204  -0.012
H 3.570 -1.132 -1.394  0.000

⟨S²⟩: 8.76
2S+1: 6
Energy in Eh: -1483.85746
Total charge: +1
Kohn-Sham gap (spin up / spin down) in eV: 6.08 / 6.26

---

[9]
Below is a 2-piece molecular cluster, C6H11I2NO2 overall in a non-equilibrium geometry, with properties calculated with the ωB97M-V functional and the def2-TZVPD basis.

Last column: natural (NBO) charge in e.
Geometry (Å):
I -1.860 3.420 0.068  0.068
I 5.474 -0.550 0.117  0.016
O -1.491 0.429 1.642  -0.554
O 0.682 -0.072 1.969  -0.533
N -0.265 -0.155 1.142  0.341
C -0.302 2.380 -1.092  -0.280
C 3.513 -1.294 -0.672  -0.440
C 1.004 -1.207 -0.536  -0.453
C -0.603 1.665 -2.147  -0.450
C 2.392 -0.447 -0.252  -0.436
C -0.247 -0.553 -0.104  -0.016
H 3.416 -2.277 -0.372  0.209
H -1.264 -0.443 -0.594  0.242
H 3.657 -1.147 -1.757  0.225
H 0.249 1.139 -2.636  0.216
H 0.675 2.746 -0.735  0.227
H 0.938 -1.322 -1.583  0.214
H -1.638 1.431 -2.453  0.226
H 0.889 -2.178 -0.200  0.225
H 2.430 0.140 0.736  0.281
H -1.183 0.833 2.451  0.489
H 2.209 0.422 -1.102  0.183

2S+1: 1
SMILES: [O-]/[N+](O)=C\CCCI.C=CI
Energy above the lowest of the compared OMol25 structures with the same formula, charge and spin in kJ/mol: 580.72
Energy in Eh: -1035.63803
Kohn-Sham gap in eV: 9.15

---

[10]
Below is C6H11I2O2S as an isolated structure in a non-equilibrium geometry, with properties calculated with the ωB97M-V functional and the def2-TZVPD basis.

Last column: natural (NBO) charge in e.
Geometry (Å):
I -3.204 2.131 -0.312  0.044
I -4.247 -1.335 -1.001  0.032
S -2.867 0.083 2.000  1.546
O -4.299 -0.107 2.323  -1.005
O -1.998 -1.012 2.506  -1.026
C -1.465 -0.237 -0.692  -0.546
C 2.109 0.379 0.176  -0.401
C -0.301 0.362 -0.011  -0.404
C -2.783 0.019 -0.015  -0.475
C 1.043 -0.035 -0.746  -0.394
C 3.544 -0.139 -0.267  -0.612
H 3.394 -1.248 -0.359  0.200
H -0.394 1.400 0.013  0.199
H 1.926 0.093 1.268  0.217
H -1.133 -1.351 -0.658  0.223
H 3.874 0.392 -1.221  0.196
H 4.377 0.074 0.448  0.200
H -1.431 -0.016 -1.819  0.206
H 0.989 0.354 -1.755  0.204
H 2.164 1.465 -0.039  0.195
H 0.947 -1.185 -0.754  0.179
H -0.247 -0.086 0.914  0.223

2S+1: 1
Energy above the lowest of the compared OMol25 structures with the same formula, charge and spin in kJ/mol: 0.00
Energy in Eh: -1379.28046
Total charge: -1
Kohn-Sham gap in eV: 6.78